Record 1
# C43H43Cl5N3P2PmS4

A molecular structure, C43H43Cl5N3P2PmS4 in a non-equilibrium geometry (ωB97M-V/def2-TZVPD, the Open Molecules 2025 dataset).

Values from the calculation:
Charge: +2
ΔE to the lowest compared entry with this formula, charge and spin (kcal/mol): 28.6
Orbital gap (alpha / beta) (eV): 7.86 / 8.17
Multiplicity: 5
<S²>: 6.01

Atoms and positions in Å:
1 Pm 0.01668 -0.21548 -0.14955
2 C 0.36804 2.80728 2.23768
3 C -1.09245 2.87775 2.62685
4 S -2.16951 1.81233 1.60042
5 C -3.04644 0.87737 2.90556
6 C -2.90984 -0.62758 2.77676
7 S -1.25420 -1.28290 2.36920
8 C -0.19278 -0.88208 3.79147
9 C 0.63802 0.40800 3.81862
10 S 1.14529 1.14630 2.22029
11 H 0.50919 3.16988 1.21984
12 H 0.96033 3.42922 2.90984
13 H -1.23954 2.59375 3.66590
14 H -1.43700 3.90454 2.50456
15 H -2.65381 1.21507 3.86202
16 H -4.09841 1.15452 2.84600
17 H -3.23358 -1.11061 3.69854
18 H -3.51952 -1.01292 1.95920
19 H -0.83242 -0.92169 4.67383
20 H 0.48810 -1.72763 3.81919
21 H 0.15284 1.20054 4.38460
22 H 1.58093 0.17292 4.31223
23 C -0.41897 0.77962 -3.87308
24 N -0.22254 1.31278 -2.52325
25 P -1.41006 2.23505 -1.63742
26 C -1.82960 3.71141 -2.63079
27 C -1.83515 4.94349 -1.98145
28 C -2.13809 6.10484 -2.67448
29 C -2.43232 6.04610 -4.02783
30 C -2.44314 4.82000 -4.67987
31 C -2.15014 3.65602 -3.98889
32 C -2.96391 1.24193 -1.73538
33 C -4.14068 1.71491 -2.31448
34 C -5.33324 1.01969 -2.16793
35 C -5.37614 -0.16399 -1.45009
36 C -4.21975 -0.64286 -0.85211
37 C -3.04244 0.07029 -0.97732
38 P 1.33595 1.72771 -1.78585
39 C 1.46001 3.54973 -1.87510
40 C 1.20499 4.23058 -3.06152
41 C 1.37439 5.60226 -3.11876
42 C 1.80806 6.29885 -1.99834
43 C 2.09845 5.61939 -0.82450
44 C 1.92889 4.24414 -0.76391
45 C 2.73709 1.41529 -2.91732
46 C 2.73530 1.30654 -4.30293
47 C 3.93850 1.26146 -4.99336
48 C 5.14511 1.33475 -4.31658
49 C 5.15275 1.46876 -2.93504
50 C 3.95789 1.51079 -2.24143
51 H -0.24522 1.52142 -4.65341
52 H -1.44600 0.41942 -3.95445
53 H 0.24529 -0.07180 -4.02748
54 H -1.60260 4.98838 -0.92394
55 H -2.14371 7.05384 -2.15624
56 H -2.65945 6.95102 -4.57435
57 H -2.69634 4.76414 -5.73020
58 H -2.19748 2.71076 -4.51050
59 H -4.14033 2.63221 -2.88369
60 H -6.23758 1.41282 -2.61176
61 H -6.30472 -0.70565 -1.33857
62 H -4.24070 -1.56623 -0.28708
63 H -2.15778 -0.30749 -0.45050
64 H 0.88864 3.68498 -3.94198
65 H 1.17840 6.12592 -4.04462
66 H 1.94242 7.37089 -2.04473
67 H 2.47063 6.15707 0.03704
68 H 2.20551 3.70352 0.13403
69 H 1.81502 1.25874 -4.86525
70 H 3.92682 1.18275 -6.07214
71 H 6.07674 1.30414 -4.86451
72 H 6.09057 1.54539 -2.40228
73 H 3.96728 1.63861 -1.16500
74 Cl -1.61896 -2.35087 -2.53513
75 C 0.10332 -2.57406 -2.63712
76 C 0.83638 -1.78196 -1.76427
77 C 2.20974 -1.97490 -1.80298
78 Cl 3.10740 -1.03291 -0.64573
79 C 2.84454 -2.87252 -2.64689
80 Cl 4.55356 -3.04748 -2.62801
81 C 2.05778 -3.63476 -3.51523
82 Cl 2.79608 -4.75279 -4.58046
83 C 0.66435 -3.49321 -3.51238
84 Cl -0.31371 -4.43030 -4.56153
85 C 5.34334 -5.54040 2.23082
86 C 4.44724 -4.49931 2.79878
87 C 4.59448 -3.93195 4.03710
88 C 3.67102 -2.94899 4.43464
89 N 2.67778 -2.55359 3.64740
90 C 2.52427 -3.11195 2.44515
91 S 1.26186 -2.75480 1.38638
92 N 3.41518 -4.07296 2.03720
93 C 3.78617 -2.29735 5.76864
94 H 6.02821 -5.91306 2.98653
95 H 5.92952 -5.12622 1.40767
96 H 4.76500 -6.37474 1.83181
97 H 5.39862 -4.23565 4.68902
98 H 3.25767 -4.47745 1.12226
99 H 4.35323 -2.91310 6.46243
100 H 2.79962 -2.09285 6.17882
101 H 4.30766 -1.34362 5.66100

=====

Record 2
# C26H44BrF18N2O10PS4

3 unconnected molecules or ions with the total composition C26H44BrF18N2O10PS4 in a non-equilibrium geometry (ωB97M-V/def2-TZVPD, the Open Molecules 2025 dataset).

Values from the calculation:
SMILES string: C#CCCC[C@H](O[C@@H](CCCCC(F)(F)C(F)(F)S(F)(F)(F)(F)F)CC(=O)Br)[C@H](NCCC(F)(F)C(F)(F)S(F)(F)(F)(F)F)P(=N)(O)O.CCOS(C)(=O)=O.CCOS(C)(=O)=O
Orbital gap (eV): 7.24

Atoms and positions in Å:
1 C 2.36656 -5.03366 -1.07022
2 C 1.05611 -5.07462 -0.88356
3 C -0.52540 -5.25306 -0.59209
4 C -1.09233 -3.79389 -0.17395
5 C -2.07189 -3.13875 -1.32089
6 C -1.41097 -1.81743 -1.97026
7 O -2.38256 -0.75838 -2.28338
8 C -2.80430 -0.06642 -1.08196
9 C -1.89581 1.25349 -0.73686
10 C -2.09297 1.58798 0.83328
11 C -0.89157 2.50373 1.45908
12 C 0.07414 1.63954 2.45403
13 C 1.28201 2.55175 3.08577
14 F 2.05545 2.99324 1.94617
15 F 0.58773 3.65554 3.74991
16 C 2.07611 1.58774 4.10420
17 F 2.17575 0.21673 3.62218
18 F 1.25097 1.50810 5.30505
19 S 3.76321 2.18756 4.65434
20 F 3.18685 2.32631 6.26032
21 F 3.42845 3.80605 4.36924
22 F 4.48104 1.93857 3.14539
23 F 4.14655 0.55701 5.01432
24 F 5.27537 2.66338 5.24336
25 C -4.37240 0.27889 -1.24514
26 C -4.72208 1.34738 -2.39866
27 O -5.89154 1.88761 -2.36466
28 Br -3.54947 1.88495 -3.90445
29 C -0.44799 -2.08212 -3.23906
30 N -0.27197 -0.75814 -3.93898
31 C 1.16386 -0.46427 -4.25312
32 C 1.57953 0.88139 -3.40021
33 C 3.18265 1.02223 -3.19195
34 F 3.50386 2.34219 -3.76099
35 F 3.94792 0.10722 -4.03926
36 C 3.67960 1.09421 -1.67428
37 F 5.10956 1.37259 -1.69582
38 F 3.08028 2.26596 -1.04754
39 S 3.37205 -0.36358 -0.57294
40 F 5.01656 -0.79290 -0.73903
41 F 2.94758 -1.41298 -1.80244
42 F 1.78805 0.06575 -0.20853
43 F 3.86521 0.60138 0.75284
44 F 3.21275 -1.64335 0.50443
45 P -1.16376 -3.29753 -4.52782
46 N -2.74805 -3.19013 -4.71827
47 O -0.81993 -4.91076 -4.04808
48 O -0.45373 -3.05081 -6.10230
49 H 3.50997 -5.22905 -1.07439
50 H -0.69402 -5.96418 0.31118
51 H -1.10343 -5.59334 -1.53209
52 H -1.74107 -3.94846 0.78547
53 H -0.26711 -3.04097 0.12756
54 H -2.45297 -3.91734 -2.07478
55 H -3.01462 -2.78266 -0.72972
56 H -0.72828 -1.35525 -1.13936
57 H -2.72000 -0.73915 -0.13008
58 H -2.28403 2.18664 -1.31925
59 H -0.79456 1.09993 -1.05631
60 H -3.06260 2.23470 0.91075
61 H -2.21947 0.62909 1.47800
62 H -1.34043 3.34521 2.13285
63 H -0.25862 3.00424 0.63933
64 H 0.49164 0.77429 1.79731
65 H -0.52247 1.14219 3.32174
66 H -4.97551 -0.68950 -1.48429
67 H -4.79450 0.71834 -0.25023
68 H 0.54934 -2.53704 -2.85147
69 H -0.75176 -0.80476 -4.86496
70 H 1.88884 -1.34065 -4.09570
71 H 1.21336 -0.15055 -5.37650
72 H 0.97227 0.94765 -2.42750
73 H 1.20290 1.76415 -4.06493
74 H -3.09529 -2.43951 -4.09638
75 H 0.09309 -4.95330 -3.66571
76 H 0.19503 -3.79132 -6.25603
77 O -8.82457 0.43081 0.76328
78 S -9.62035 1.51821 0.24887
79 O -10.59196 2.20195 1.06364
80 O -10.33363 1.04204 -1.12638
81 C -11.11342 -0.15038 -1.11246
82 C -12.48212 0.08822 -0.50305
83 C -8.53813 2.72281 -0.46944
84 H -10.58377 -0.95520 -0.59351
85 H -11.23446 -0.46207 -2.15354
86 H -12.40364 0.30709 0.56466
87 H -13.11628 -0.79368 -0.62188
88 H -12.97183 0.94529 -0.97326
89 H -7.83459 2.21597 -1.13056
90 H -8.00141 3.21806 0.34050
91 H -9.13514 3.44982 -1.01958
92 O 10.90075 1.80349 2.80411
93 S 10.48140 0.72143 3.65929
94 O 10.12117 -0.56969 3.13223
95 O 9.28816 1.24507 4.62221
96 C 8.14241 1.84640 4.02337
97 C 7.20192 0.80250 3.45133
98 C 11.70091 0.49313 4.92462
99 H 8.43874 2.57281 3.26035
100 H 7.62615 2.39939 4.81224
101 H 7.65285 0.29563 2.59444
102 H 6.26865 1.26336 3.11988
103 H 6.97420 0.03508 4.19642
104 H 11.93786 1.46136 5.36520
105 H 12.58978 0.06438 4.46067
106 H 11.30586 -0.19063 5.67560

=====

Record 3
# C5H12N2O

3 unconnected molecules or ions with the total composition C5H12N2O (ωB97M-V/def2-TZVPD, the Open Molecules 2025 dataset).

Values from the calculation:
ΔE to the lowest compared entry with this formula, charge and spin (kcal/mol): 131.0
Orbital gap (eV): 9.11

Atoms and positions in Å:
1 C 1.06129 -0.41948 0.91096
2 C 2.21084 -1.17152 0.55389
3 C 1.12679 1.03010 1.22971
4 N -0.10340 -0.12835 -2.22441
5 O 0.71094 -0.52189 -1.15539
6 H 0.16213 -0.94214 1.21307
7 H -0.34784 -0.95522 -2.76700
8 H 0.42461 0.50351 -2.82443
9 H 1.91316 -1.14118 -0.65556
10 H 0.18843 1.52910 0.99344
11 H 2.20995 -2.22349 0.82558
12 H 3.17017 -0.66645 0.64266
13 H 1.29022 1.14861 2.30760
14 H 1.94938 1.51745 0.70561
15 C -2.77138 0.49804 -0.42690
16 C -2.46970 0.23469 0.96716
17 N -2.17653 0.01358 2.05798
18 H -3.14209 1.51799 -0.54049
19 H -3.53878 -0.19381 -0.77771
20 H -1.86821 0.37046 -1.03577

=====

Record 4
# C6H9N3O2

C6H9N3O2 in the gas phase in a non-equilibrium geometry (ωB97M-V/def2-TZVPD, the Open Molecules 2025 dataset).

Values from the calculation:
ΔE to the lowest compared entry with this formula, charge and spin (kcal/mol): 70.5
SMILES string: CN\C=N/C=C\C=N\C(=O)O
Orbital gap (eV): 8.61

Atoms and positions in Å:
1 C -0.87146 2.41472 -0.53399
2 C 0.50678 2.12626 -0.54631
3 C -1.85777 1.55827 -0.08629
4 C 2.17435 0.54884 -0.05717
5 C -1.09628 -0.67583 0.85873
6 C -0.04411 -2.80344 -0.05544
7 N -1.67075 0.46030 0.65205
8 N 0.91624 1.06360 -0.02886
9 N -0.72441 -1.51182 -0.17843
10 O 2.51427 -0.09925 1.05406
11 O 2.81716 0.47035 -1.04618
12 H -1.19890 3.37518 -0.80038
13 H 1.00871 2.87060 -1.05460
14 H -2.91637 1.83794 -0.17664
15 H -0.78006 -1.07348 1.77085
16 H -0.81595 -3.50587 -0.51554
17 H 0.89632 -2.75693 -0.72223
18 H 0.31767 -2.92979 0.98588
19 H -0.91925 -1.25105 -1.11474
20 H 1.74381 -0.11860 1.59523